This record from OMol25 describes the ion C3H8N3O with charge +1 in a non-equilibrium geometry. The level of theory is wB97M-V/def2-TZVPD.

Last columns: bonded neighbours and bond lengths (Å).
Positions of all 15 atoms, in Å:
1 O -1.031 1.067 1.192  C5 1.441, H10 0.952
2 N -0.730 -1.059 -1.127  N4 1.458, C7 1.481, H11 1.068, H13 1.053
3 N 1.022 1.707 0.230  C5 1.400, H9 1.018, H12 1.077
4 N -0.490 0.363 -0.913  N2 1.458, C5 1.506, H8 1.036
5 C 0.121 0.654 0.432  O1 1.441, N3 1.400, N4 1.506, C6 1.555
6 C 0.615 -0.792 0.715  C5 1.555, C7 1.344, H15 1.032
7 C 0.084 -1.730 -0.087  N2 1.481, C6 1.344, H14 1.142
8 H -1.274 0.916 -1.305  N4 1.036
9 H 1.815 1.505 -0.375  N3 1.018
10 H -0.756 1.842 1.672  O1 0.952
11 H -1.685 -1.514 -0.988  N2 1.068
12 H 1.224 2.159 1.186  N3 1.077
13 H -0.322 -1.297 -2.068  N2 1.053
14 H 0.076 -2.869 -0.003  C7 1.142
15 H 1.332 -0.953 1.440  C6 1.032

Properties
- total charge = +1
- DFT total energy (hartree) = -358.06857
- energy relative to the best compared isomer or geometry (same formula, charge and spin) (kJ/mol) = 425.7
- Kohn-Sham gap (alpha / beta) (eV) = 5.71 / 4.21
- expectation value of S² = 2.009
- spin multiplicity = 3
- HOMO level (alpha / beta) (eV) = -8.934 / -13.196

How positive or negative is each atom? The Löwdin charges in e answer that: number 1, O, carries 0.1202; number 2, N, carries 0.0375; number 3, N, carries 0.2273; number 4, N, carries 0.1284; number 5, C, carries -0.5157; number 6, C, carries -0.0814; number 7, C, carries -0.1601; number 8, H, carries 0.1755; number 9, H, carries 0.1482; number 10, H, carries 0.1052; number 11, H, carries 0.2173; number 12, H, carries 0.1811; number 13, H, carries 0.1990; number 14, H, carries 0.1422; number 15, H, carries 0.0754